No. 1
{
  "formula": "C5H5NO",
  "method": "ωB97M-V with the def2-TZVPD basis set",
  "relative_energy_kcal_mol": 119.2,
  "homo_lumo_gap_ev": 8.519,
  "e_homo_ev": -8.69,
  "total_energy_ev": -8798.2520,
  "charge": 0,
  "symbols": ["O", "C", "C", "C", "C", "C", "N", "H", "H", "H", "H", "H"],
  "coordinates": [[1.57036, -0.33803, 2.13064], [0.59012, -0.48732, 1.43754], [-0.75096, 0.07336, 1.73817], [-1.86539, 0.49343, 1.93854], [0.38139, -1.09857, 0.10952], [0.19665, 0.07208, -1.88328], [1.04773, -0.40429, -0.79901], [-2.85400, 0.85440, 2.13986], [-0.77663, -0.34696, -1.63148], [0.14756, 1.15793, -1.74883], [0.49470, -0.19369, -2.89347], [1.81847, 0.21767, -0.53819]],
  "forces_ev_per_a": [[-0.3, -0.2, 0.0], [0.5, -0.1, 0.5], [-0.4, 0.2, 0.4], [0.5, -0.2, -0.1], [0.1, 0.2, 0.0], [-0.2, 0.0, -0.4], [-0.4, 0.1, 0.5], [0.3, -0.1, -0.1], [0.0, 0.2, -0.6], [-0.1, -0.2, -0.3], [0.3, 0.0, 0.0], [-0.3, 0.1, 0.1]],
  "nbo_charge": [-0.509, 0.397, -0.141, -0.131, 0.081, -0.411, -0.537, 0.241, 0.234, 0.203, 0.202, 0.372]
}

No. 2
{
  "formula": "C30H19F5IN4O3RuS",
  "method": "ωB97M-V with the def2-TZVPD basis set",
  "relative_energy_kcal_mol": 0.0,
  "homo_lumo_gap_ev": [7.898, 6.068],
  "e_homo_ev": [-7.97, -7.94],
  "total_energy_ev": -78623.3417,
  "multiplicity": 6,
  "charge": 0,
  "symbols": ["Ru", "C", "N", "C", "C", "C", "C", "C", "N", "C", "C", "C", "C", "C", "C", "H", "H", "H", "H", "H", "H", "H", "H", "H", "H", "H", "I", "C", "C", "C", "C", "C", "N", "H", "H", "H", "H", "O", "C", "N", "S", "O", "O", "C", "C", "C", "C", "C", "C", "H", "H", "H", "H", "F", "C", "C", "C", "F", "C", "F", "C", "F", "C", "F"],
  "coordinates": [[0.75298, -1.06705, -0.00369], [1.03903, 0.58300, 2.87175], [1.70197, 0.12609, 1.65780], [2.97787, 0.27359, 1.53741], [3.64816, -0.25075, 0.40968], [4.98643, -0.24949, 0.03903], [5.05311, -0.95354, -1.17060], [3.75229, -1.34544, -1.47234], [2.89341, -0.92834, -0.52266], [0.01988, 1.66815, 2.63868], [-1.31138, 1.46657, 2.98027], [-2.23998, 2.48879, 2.83191], [-1.84209, 3.71882, 2.32899], [-0.51716, 3.91827, 1.95953], [0.40693, 2.89759, 2.11507], [1.80106, 0.94399, 3.57275], [0.55292, -0.27601, 3.34021], [3.54741, 0.78750, 2.31297], [5.79585, 0.21324, 0.58052], [5.92731, -1.15064, -1.76831], [3.40895, -1.89034, -2.33774], [-1.62289, 0.50340, 3.36766], [-3.27351, 2.32161, 3.10693], [-2.56363, 4.51621, 2.21163], [-0.20264, 4.86752, 1.54598], [1.43419, 3.05341, 1.80917], [1.66640, -4.49118, -1.10112], [0.60087, -3.26266, -2.41548], [-0.04714, -3.86262, -3.48310], [-0.64144, -3.04720, -4.43004], [-0.54289, -1.67395, -4.29503], [0.09786, -1.16122, -3.18438], [0.64401, -1.94167, -2.23790], [-0.06813, -4.93876, -3.56783], [-1.16159, -3.48547, -5.27159], [-0.96275, -0.99798, -5.02555], [0.19109, -0.09278, -3.03569], [-1.52606, -0.12220, -0.03584], [-1.09284, 0.91673, -0.55513], [0.20906, 1.00558, -0.86795], [0.57735, 2.38998, -1.65961], [1.54682, 3.16224, -0.94473], [0.82018, 2.10466, -3.05004], [-1.05347, 3.06907, -1.49505], [-1.51928, 4.30572, -1.89152], [-2.86811, 4.56869, -1.67782], [-3.70850, 3.61919, -1.09935], [-3.21863, 2.38148, -0.70327], [-1.87537, 2.12925, -0.90499], [-0.86667, 5.03725, -2.34733], [-3.27328, 5.52797, -1.97191], [-4.75379, 3.85568, -0.95187], [-3.84875, 1.63569, -0.23839], [-1.96459, -2.93391, -0.38444], [-1.36509, -3.25807, 0.78033], [-0.21836, -2.60352, 1.18675], [0.37169, -3.08465, 2.33913], [1.52295, -2.54002, 2.80067], [-0.15031, -4.13111, 3.07978], [0.44187, -4.55790, 4.20054], [-1.30959, -4.74829, 2.64185], [-1.83088, -5.76526, 3.33345], [-1.92231, -4.31390, 1.47887], [-3.02678, -4.93103, 1.04298]],
  "forces_ev_per_a": [[0.4, 0.4, -0.1], [0.1, -0.1, 0.1], [0.0, 0.1, 0.2], [0.0, 0.0, 0.0], [-0.1, 0.0, 0.0], [0.1, 0.0, -0.1], [0.0, 0.1, 0.0], [0.0, 0.1, -0.1], [-0.2, -0.1, 0.1], [-0.1, 0.0, 0.0], [0.0, 0.0, 0.0], [0.0, 0.0, 0.0], [0.0, 0.0, 0.0], [0.0, 0.0, 0.0], [0.0, 0.0, 0.0], [0.0, 0.0, 0.0], [0.0, 0.0, 0.0], [0.0, 0.0, 0.0], [0.0, 0.0, 0.0], [0.0, 0.0, 0.0], [0.0, 0.0, 0.0], [0.0, 0.0, 0.0], [0.0, 0.0, 0.0], [0.0, 0.0, 0.0], [0.0, 0.0, 0.0], [0.0, 0.0, 0.0], [0.0, 0.0, 0.0], [0.0, 0.1, -0.1], [0.1, 0.0, 0.0], [0.0, -0.1, 0.0], [0.0, 0.1, 0.0], [0.0, 0.1, 0.1], [-0.2, -0.3, -0.1], [0.0, 0.0, 0.0], [0.0, 0.0, 0.0], [0.0, 0.0, 0.0], [0.0, -0.1, 0.0], [-0.1, 0.0, 0.1], [0.0, 0.0, 0.0], [-0.1, -0.2, -0.1], [0.0, 0.0, 0.0], [0.0, 0.1, 0.0], [0.0, 0.0, 0.0], [0.0, 0.1, 0.0], [0.0, -0.1, 0.0], [0.0, 0.0, 0.0], [0.0, 0.0, 0.0], [0.0, 0.0, 0.0], [0.1, -0.1, 0.0], [0.0, 0.0, 0.0], [0.0, 0.0, 0.0], [0.0, 0.0, 0.0], [0.0, 0.0, 0.0], [0.1, 0.1, 0.1], [-0.1, -0.1, -0.1], [0.2, 0.0, -0.1], [0.0, 0.0, 0.2], [-0.1, -0.1, -0.1], [0.0, 0.0, 0.0], [0.0, 0.0, -0.1], [-0.1, -0.1, 0.1], [0.1, 0.1, -0.1], [-0.1, 0.0, 0.0], [0.1, 0.0, 0.0]],
  "nbo_charge": [1.669, -0.266, -0.542, 0.190, -0.030, -0.215, -0.324, -0.002, -0.593, 0.037, -0.231, -0.205, -0.219, -0.213, -0.221, 0.196, 0.212, 0.187, 0.220, 0.221, 0.200, 0.215, 0.213, 0.214, 0.219, 0.226, 0.214, 0.102, -0.281, -0.131, -0.240, 0.065, -0.555, 0.241, 0.229, 0.235, 0.248, -0.646, 0.652, -0.966, 2.317, -0.920, -0.942, -0.216, -0.202, -0.188, -0.203, -0.149, -0.168, 0.235, 0.222, 0.221, 0.238, -0.323, 0.384, -0.567, 0.370, -0.330, 0.237, -0.292, 0.290, -0.286, 0.239, -0.292]
}

No. 3
{
  "formula": "C4H9NO",
  "method": "ωB97M-V with the def2-TZVPD basis set",
  "relative_energy_kcal_mol": 142.1,
  "homo_lumo_gap_ev": 7.149,
  "e_homo_ev": -7.12,
  "total_energy_ev": -7826.1592,
  "charge": 0,
  "symbols": ["C", "N", "C", "C", "C", "O", "H", "H", "H", "H", "H", "H", "H", "H", "H"],
  "coordinates": [[-1.80063, -0.14531, -0.40061], [-0.52569, 0.47040, -0.09607], [0.28126, 0.53912, -1.30182], [0.05004, 0.07639, 1.12843], [1.43975, 0.07578, 1.21070], [2.29794, -1.02820, 1.08755], [-2.33977, 0.41029, -1.16646], [-1.69373, -1.16895, -0.79433], [-2.40228, -0.23211, 0.50334], [-0.28375, 1.00208, -2.10179], [1.17558, 1.13702, -1.15771], [0.64301, -0.45681, -1.59082], [-0.48508, -0.80449, 1.50117], [1.89663, 1.05915, 1.15128], [1.74671, -0.93438, 2.02713]],
  "forces_ev_per_a": [[-0.4, -0.1, 0.4], [-0.9, 1.5, 0.5], [0.9, 0.1, 0.5], [1.4, -3.1, -2.2], [-1.6, 3.8, -2.1], [-1.8, 0.1, 3.7], [-0.1, 0.2, 0.2], [0.3, 0.0, 0.0], [-0.1, 0.2, -0.1], [-0.2, -0.1, -0.1], [-0.1, 0.2, 0.1], [-0.2, -0.1, -0.1], [0.2, -0.2, 0.1], [0.4, -0.1, -0.7], [2.2, -2.5, -0.1]],
  "nbo_charge": [-0.405, -0.423, -0.411, -0.045, -0.072, -0.635, 0.201, 0.173, 0.208, 0.204, 0.211, 0.185, 0.147, 0.168, 0.495]
}